[1]
Entry from the OMol25 dataset: a cluster of 2 separate species, C7H18O in total (ωB97M-V with the def2-TZVPD basis set).

Highest occupied orbital energy in eV: -9.89
ΔE to the lowest compared entry with this formula, charge and spin in kcal per mole: 8.77
Largest force on an atom in eV/A: 0.48
LUMO energy in eV: 1.084
SMILES: CCCC.CCOC

```
! RIJCOSX wB97M-V def2-TZVPD def2/J DEFGRID3
* xyz 0 1
C 0.11 2.49 -1.21
C 0.28 2.11 0.26
C -1.06 1.97 0.99
C -0.88 1.59 2.46
H 1.08 2.58 -1.71
H -0.43 3.45 -1.29
H -0.48 1.71 -1.73
H 0.83 1.15 0.33
H 0.88 2.88 0.77
H -1.60 2.93 0.92
H -1.66 1.20 0.48
H -0.29 2.37 2.98
H -0.35 0.63 2.54
H -1.86 1.50 2.96
C -0.82 -2.87 0.46
C 0.50 -2.66 -0.26
O 0.26 -1.93 -1.45
C 1.45 -1.71 -2.17
H -1.27 -1.89 0.71
H -1.51 -3.43 -0.19
H -0.66 -3.43 1.39
H 0.97 -3.63 -0.51
H 1.21 -2.10 0.38
H 1.20 -1.14 -3.08
H 1.93 -2.65 -2.46
H 2.18 -1.12 -1.57
*
```

Results of the Löwdin charge analysis, in e, for atoms 1 through 4: atom 1 (C): -0.126, atom 2 (C): -0.299, atom 3 (C): -0.300, atom 4 (C): -0.128

[2]
Entry from the OMol25 dataset: a structure of composition C53H43Br2IN9O7RbS5 (ωB97M-V with the def2-TZVPD basis set).

Highest occupied orbital energy in eV: -3.23
ΔE to the lowest compared entry with this formula, charge and spin in kcal per mole: 11.75
Largest force on an atom in eV/A: 0.87
LUMO energy in eV: 3.173

```
! RIJCOSX wB97M-V def2-TZVPD def2/J DEFGRID3
* xyz -2 1
Rb 0.61 1.08 0.24
N 4.51 3.04 -6.21
C 3.36 2.95 -5.41
C 3.47 2.67 -4.05
C 2.34 2.55 -3.26
C 1.08 2.73 -3.83
C 0.96 3.05 -5.18
C 2.10 3.16 -5.96
S -0.35 2.50 -2.80
O -1.49 3.06 -3.51
O 0.00 3.11 -1.53
N -0.53 0.94 -2.52
C -0.85 0.13 -3.55
N -1.35 -1.09 -3.21
C -1.64 -1.92 -4.19
C -1.47 -1.62 -5.53
C -0.98 -0.36 -5.79
N -0.67 0.51 -4.84
H 5.28 2.49 -5.84
H 4.33 2.75 -7.17
H 4.45 2.51 -3.60
H 2.44 2.31 -2.21
H -0.03 3.17 -5.60
H 2.01 3.39 -7.02
H -2.05 -2.89 -3.88
H -1.72 -2.32 -6.32
H -0.82 -0.02 -6.81
S 5.11 -0.97 -5.72
C 4.15 -0.64 -7.09
C 2.88 -0.29 -6.73
C 2.69 -0.28 -5.32
C 3.81 -0.63 -4.63
C 3.98 -0.69 -3.18
C 2.90 -1.07 -2.36
N 2.94 -1.08 -1.05
C 4.07 -0.68 -0.44
C 5.23 -0.33 -1.15
C 6.39 0.13 -0.44
C 6.36 0.31 0.89
C 5.17 0.03 1.65
C 5.03 0.38 3.00
C 3.83 0.18 3.64
C 2.79 -0.43 2.91
N 2.90 -0.77 1.64
C 4.04 -0.51 1.00
C 3.60 0.63 5.02
C 4.48 0.67 6.06
C 3.91 1.20 7.24
C 2.60 1.55 7.07
S 2.06 1.25 5.48
C 5.16 -0.35 -2.55
H 4.56 -0.73 -8.08
H 2.11 -0.02 -7.44
H 1.77 0.04 -4.84
H 1.96 -1.39 -2.81
H 7.27 0.39 -1.01
H 7.21 0.73 1.42
H 5.84 0.88 3.50
H 1.83 -0.63 3.37
H 5.50 0.32 5.98
H 4.44 1.31 8.18
H 1.93 1.97 7.80
H 6.02 -0.03 -3.13
Br -4.47 3.42 2.32
C -2.60 3.50 2.57
C -1.82 4.35 1.82
C -0.46 4.40 2.10
C 0.04 3.58 3.10
N -0.71 2.74 3.80
C -2.02 2.70 3.54
H -2.25 4.95 1.03
H 0.20 5.04 1.53
H 1.10 3.56 3.32
H -2.62 1.99 4.10
N -3.57 1.16 -2.02
C -3.21 1.14 -0.72
O -2.78 2.12 -0.13
C -3.34 -0.13 0.10
I -4.52 -1.73 -0.72
H -3.16 1.92 -2.56
H -3.62 0.27 -2.49
H -3.81 0.13 1.04
H -2.36 -0.54 0.34
C 2.79 4.50 0.00
S 3.54 3.02 0.66
O 4.98 3.27 0.63
O 2.97 2.84 1.99
O 3.12 1.96 -0.26
H 2.98 5.32 0.69
H 1.72 4.32 -0.12
H 3.23 4.70 -0.97
C -2.70 -3.39 8.81
C -3.95 -2.75 9.37
O -4.40 -3.07 10.45
S -4.79 -1.48 8.46
C -3.87 -1.27 6.96
C -2.80 -0.37 6.91
C -2.06 -0.24 5.75
C -2.36 -0.99 4.60
C -3.46 -1.87 4.67
C -4.19 -2.01 5.83
C -1.59 -0.84 3.42
C -0.88 -0.61 2.43
H -2.80 -4.47 8.91
H -1.86 -3.07 9.42
H -2.50 -3.13 7.77
H -2.55 0.21 7.78
H -1.23 0.46 5.70
H -3.71 -2.45 3.79
H -5.03 -2.70 5.87
Br -2.63 -5.60 -1.27
C -1.25 -4.57 -0.46
C -0.44 -5.12 0.51
C 0.55 -4.31 1.05
C 0.67 -3.00 0.60
N -0.12 -2.49 -0.33
C -1.07 -3.25 -0.86
H -0.57 -6.15 0.83
H 1.21 -4.69 1.82
H 1.42 -2.33 1.00
H -1.70 -2.79 -1.60
*
```

Results of the Löwdin charge analysis, in e, for atoms 1 through 4: atom 1 (Rb): 0.675, atom 2 (N): 0.092, atom 3 (C): -0.339, atom 4 (C): -0.029

[3]
Entry from the OMol25 dataset: a structure of composition C28H36CeN8O4 (ωB97M-V with the def2-TZVPD basis set).

Highest occupied orbital energy in eV: -14.02
ΔE to the lowest compared entry with this formula, charge and spin in kcal per mole: 0.00
Largest force on an atom in eV/A: 0.77
LUMO energy in eV: -7.776

```
! RIJCOSX wB97M-V def2-TZVPD def2/J DEFGRID3
* xyz 2 1
Ce -0.95 -0.39 -0.23
C 1.32 2.05 -2.10
C 1.68 2.20 -0.63
N 0.69 1.62 0.30
C -0.08 2.64 1.04
C -1.32 3.03 0.27
N -2.22 1.86 0.11
C -3.41 2.23 -0.71
C -3.13 2.31 -2.21
C -3.19 0.96 -2.90
N -2.01 0.09 -2.65
C -1.08 0.10 -3.78
C 0.03 -0.88 -3.49
N 0.81 -0.42 -2.32
C 1.71 0.71 -2.69
H 1.83 2.83 -2.67
H 0.25 2.25 -2.25
H 1.83 3.26 -0.38
H 2.64 1.71 -0.44
H 1.19 1.09 1.01
H 0.54 3.53 1.21
H -0.33 2.24 2.02
H -1.07 3.41 -0.72
H -1.86 3.83 0.80
H -2.60 1.66 1.04
H -3.78 3.19 -0.34
H -4.19 1.49 -0.52
H -2.18 2.81 -2.41
H -3.89 2.95 -2.65
H -3.29 1.10 -3.98
H -4.08 0.41 -2.57
H -2.39 -0.86 -2.61
H -0.69 1.11 -3.93
H -1.60 -0.18 -4.71
H 0.69 -1.00 -4.36
H -0.39 -1.87 -3.27
H 1.41 -1.20 -2.05
H 1.76 0.77 -3.78
H 2.72 0.46 -2.35
O -4.72 -1.42 -1.02
C -3.75 -1.64 -0.35
O -2.51 -1.89 -0.81
C -3.70 -1.50 1.16
C -4.62 -1.97 2.07
C -4.31 -1.82 3.42
C -3.12 -1.22 3.81
C -2.26 -0.78 2.81
N -2.56 -0.92 1.53
C -0.89 -0.19 3.02
O -0.54 0.34 4.05
O -0.18 -0.24 1.91
H -5.53 -2.45 1.74
H -5.00 -2.19 4.18
H -2.84 -1.11 4.84
C 1.30 -4.48 0.29
C 0.38 -3.48 0.06
N 0.75 -2.19 -0.03
C 2.03 -1.87 0.14
C 3.03 -2.81 0.36
C 2.64 -4.15 0.42
C 4.45 -2.45 0.49
C 5.05 -1.41 1.08
C 4.53 -0.30 1.89
C 5.38 0.76 2.21
C 4.85 1.78 2.98
N 3.61 1.74 3.46
C 2.91 0.65 3.16
N 3.28 -0.34 2.37
H 0.97 -5.51 0.36
H -0.68 -3.69 -0.07
H 2.29 -0.82 0.07
H 3.38 -4.92 0.58
H 5.12 -3.19 0.06
H 6.13 -1.40 0.98
H 6.40 0.79 1.87
H 5.44 2.65 3.23
H 1.92 0.56 3.61
*
```

Results of the Löwdin charge analysis, in e, for atoms 1 through 4: atom 1 (Ce): 1.426, atom 2 (C): -0.150, atom 3 (C): -0.163, atom 4 (N): -0.112

no.,HOMO-LUMO gap (eV)
1,10.978
2,6.399
3,6.242